The following is a quantum chemistry calculation of C24H43Cl2N4O4SSiZn as an isolated structure, from the Open Molecules 2025 dataset.

## Properties
net charge = -1
2S+1 = 1
maximum force = 0.0553 hartree/bohr
LUMO = 2.33 eV
frontier orbital gap = 6.478 eV

Each line ends with the Löwdin charge.
Cartesian coordinates (Å):
N1 -0.322 2.186 -2.661  -0.1652
C1 -3.492 -1.268 4.589  -0.0617
C2 5.390 0.214 0.391  -0.0933
O1 0.695 -0.043 -1.085  -0.2958
O2 -2.228 0.306 1.619  -0.1020
C3 -5.393 -1.223 -1.235  -0.2123
H1 6.382 2.133 0.422  0.0958
C4 5.454 1.594 0.191  -0.1365
C5 -3.272 1.161 4.101  -0.0408
H2 3.399 0.498 3.189  0.0351
H3 -2.187 -1.595 2.459  0.0712
H4 -6.122 -1.278 -0.417  0.0326
H5 -0.422 3.307 -0.932  0.1511
H6 4.153 -1.549 0.207  0.1166
H7 -4.551 -1.139 4.844  0.0814
C6 0.239 -0.640 4.873  -0.9842
C7 2.929 -0.407 -3.372  -0.1333
N2 -3.065 -0.211 3.682  -0.1814
H8 -4.529 -5.007 -2.310  0.0316
H9 0.641 3.259 -4.175  0.0859
H10 -1.784 0.764 -3.234  0.0755
H11 -0.736 1.411 -4.540  0.0858
H12 3.052 0.316 -5.366  0.0634
C8 2.135 -1.088 -2.511  -0.2386
H13 -6.058 -4.480 -1.592  0.0364
C9 -4.034 -3.441 0.458  -0.2208
H14 1.382 0.231 2.403  0.0384
Cl1 -2.438 -2.059 -2.048  0.3007
H15 6.238 -0.338 0.811  0.0983
C10 0.816 2.947 -3.140  -0.0476
H16 -4.271 1.218 4.532  0.0784
H17 1.842 -3.136 -3.092  0.0894
H18 -2.540 1.434 4.867  0.0713
O3 -1.612 1.613 -0.872  -0.0764
H19 -3.428 -2.733 1.033  -0.0229
H20 -2.896 -1.270 5.509  0.0643
H21 -3.526 -4.413 0.415  0.0426
O4 0.245 1.666 1.478  -0.0389
C11 -5.183 -4.134 -2.167  -0.2155
H22 3.374 1.895 4.291  0.0870
C12 3.410 1.595 3.233  -0.0768
H23 0.548 -2.402 -2.122  0.0294
H24 -3.171 1.823 3.237  0.0897
H25 -5.947 -1.132 -2.181  0.0296
C13 1.251 1.297 2.096  -0.3301
H26 2.185 -1.225 -5.235  0.0575
H27 -5.024 -3.604 0.906  0.0368
C14 -0.769 1.080 -3.499  -0.0278
H28 3.945 -1.188 -5.133  0.0684
H29 1.728 2.335 -3.100  0.0794
C15 1.264 -2.219 -2.926  -0.0647
H30 0.936 3.825 -2.495  0.0894
H31 2.914 3.997 1.905  0.0737
C16 3.189 1.600 -0.640  -0.0504
H32 4.325 1.993 2.775  0.0726
H33 1.865 -1.564 -0.473  0.1017
C17 -0.806 2.393 -1.432  -0.2738
H34 -0.088 0.225 -3.386  0.0751
H35 2.301 2.119 -1.011  0.0963
C18 1.925 -0.630 -1.064  -0.4220
H36 3.528 0.431 -3.016  0.0936
N3 -0.733 -0.222 5.412  -0.0049
H37 4.398 3.369 -0.483  0.0940
H38 2.143 3.961 3.498  0.0829
C19 -2.465 -0.527 2.540  -0.3027
H39 0.719 -1.981 -3.845  0.0677
N4 2.252 2.106 2.509  -0.1720
Si1 -4.312 -2.746 -1.247  0.1779
C20 3.031 -0.652 -4.842  -0.1160
C21 4.373 2.293 -0.324  -0.1002
C22 4.211 -0.471 0.054  -0.0269
Cl2 -0.628 -2.358 0.589  0.0379
H40 -3.343 -2.225 4.076  0.0884
S1 1.594 -1.243 4.208  0.4751
C23 2.096 3.556 2.483  -0.0472
H41 1.135 3.798 2.032  0.0775
H42 -5.553 -3.788 -3.143  0.0238
H43 -4.772 -0.333 -1.080  0.0239
Zn1 -1.056 -0.200 0.002  0.4596
C24 3.122 0.218 -0.493  -0.1524